[1]
ORCA calculation (ωB97M-V/def2-TZVPD) on C48H38Cl5IKN3O2PS2 as an isolated structure.

charge	-1
relative energy (zero: lowest compared OMol25 entry of this formula, charge and spin)	0.0	kcal per mole
orbital gap	5.79	eV

Each line ends with the Mulliken charge.
Element x y z (Å)
K -0.4754 -0.5527 0.6790  1.45
S -2.3924 2.8873 4.3720  -0.45
C -3.8299 2.2865 3.6173  0.78
C -5.1635 2.5900 3.8711  -0.66
C -6.1370 1.9611 3.1146  -0.43
C -5.7848 1.0396 2.1229  -1.10
C -4.4605 0.7362 1.8716  0.10
C -3.4651 1.3678 2.6206  -0.86
N -2.1055 1.1582 2.4744  0.37
C -1.4038 1.8582 3.3054  -0.01
C 0.0674 1.8769 3.4349  1.20
C 0.6014 2.4180 4.6204  -0.71
C 1.9712 2.4694 4.8034  -0.81
C 2.7993 1.9734 3.7968  -0.46
C 2.2426 1.4473 2.6376  -0.89
C 0.8597 1.3760 2.3779  -0.06
H -5.4340 3.3018 4.6415  0.39
H -7.1813 2.1852 3.2933  0.38
H -6.5633 0.5586 1.5433  0.41
H -4.1683 0.0174 1.1180  0.54
H -0.0425 2.7833 5.4166  0.33
H 2.3869 2.8806 5.7167  0.35
H 3.8797 2.0012 3.9204  0.41
H 2.9377 1.0828 1.8777  0.32
Cl -6.1752 -0.2176 -4.9205  -0.23
C -4.9143 -0.6338 -3.8135  0.30
C -4.3273 0.3428 -3.0031  -0.08
Cl -4.8819 1.9736 -3.1026  -0.17
C -3.3140 0.0109 -2.1199  0.90
Cl -2.5872 1.2049 -1.1134  -0.08
C -2.8226 -1.3198 -1.9864  -2.42
O -1.8848 -1.6128 -1.1709  -0.15
C -3.4551 -2.2799 -2.8163  0.88
Cl -2.8822 -3.9098 -2.6869  -0.23
C -4.4678 -1.9481 -3.7057  0.38
Cl -5.1836 -3.1753 -4.6902  -0.23
I 0.9077 -1.9523 -2.2299  0.01
C 2.8487 -1.6289 -2.9833  0.02
C 3.5550 -2.7874 -3.1685  -0.66
C 4.7792 -2.8119 -3.8596  -0.83
C 5.2449 -1.6640 -4.4231  -0.82
C 4.5459 -0.4446 -4.2530  1.02
C 5.0343 0.7065 -4.9139  -0.85
C 4.3933 1.9013 -4.8018  -0.88
C 3.2890 2.0007 -3.9371  -0.49
C 2.7956 0.9320 -3.2271  0.57
P 1.5615 1.3545 -1.9022  1.26
C 0.3296 2.2406 -2.9411  0.86
C -0.4560 1.4530 -3.7889  -0.71
C -1.4318 2.0232 -4.5890  -0.55
C -1.6544 3.3940 -4.5455  -0.62
C -0.8832 4.1850 -3.7100  -0.78
C 0.1080 3.6146 -2.9172  0.10
C 2.4063 2.6932 -0.9830  0.49
C 1.6226 3.3654 -0.0397  -0.84
C 2.1814 4.3089 0.8070  -0.55
C 3.5422 4.5749 0.7518  -0.68
C 4.3376 3.8862 -0.1524  -0.69
C 3.7751 2.9527 -1.0146  -0.53
C 3.3606 -0.3737 -3.4506  0.11
H 3.1390 -3.7192 -2.8086  0.40
H 5.3069 -3.7499 -3.9777  0.38
H 6.1511 -1.6565 -5.0169  0.33
H 5.9226 0.6006 -5.5264  0.34
H 4.7461 2.7783 -5.3299  0.41
H 2.8341 2.9725 -3.7878  0.39
H -0.3116 0.3785 -3.8067  0.13
H -2.0401 1.3934 -5.2281  0.46
H -2.4359 3.8366 -5.1511  0.40
H -1.0515 5.2545 -3.6663  0.40
H 0.7012 4.2452 -2.2682  0.39
H 0.5730 3.1172 0.0642  0.47
H 1.5573 4.7955 1.5466  0.38
H 3.9846 5.2923 1.4322  0.36
H 5.4055 4.0676 -0.1873  0.39
H 4.4145 2.4222 -1.7081  0.33
C 3.0125 -5.5319 2.8990  -1.09
C 2.7444 -4.0351 2.9462  -0.46
S 1.2604 -3.5642 2.0173  0.19
O 1.2989 -2.0775 1.9582  -0.60
C 0.0005 -3.9929 3.2523  0.42
C -0.0213 -3.0386 4.4363  -1.17
H 3.9338 -5.7693 3.4322  0.37
H 3.1172 -5.8799 1.8699  0.28
H 2.2063 -6.1012 3.3666  0.29
H 3.5252 -3.4598 2.4470  0.42
H 2.6510 -3.6528 3.9627  0.24
H 0.1716 -5.0361 3.5334  0.50
H -0.9427 -3.9537 2.7017  -0.49
H 0.8030 -3.2183 5.1271  0.36
H -0.9563 -3.1593 4.9830  0.40
H 0.0410 -2.0067 4.0864  0.17
N -2.7527 -3.2115 0.8511  0.55
C -3.3421 -4.3436 1.2762  -0.58
C -3.8375 -4.0841 2.5350  -0.86
C -3.5126 -2.7345 2.7698  -0.50
N -2.8490 -2.2123 1.7432  -0.13
H -2.3811 -2.9309 -0.0697  -0.01
H -3.3905 -5.2183 0.6484  0.43
H -4.3816 -4.7617 3.1724  0.42
H -3.7311 -2.1182 3.6291  0.57


[2]
ORCA calculation (ωB97M-V/def2-TZVPD) on C48H40BN12Pt as an isolated structure.

charge	+3
relative energy (zero: lowest compared OMol25 entry of this formula, charge and spin)	0.0	kcal per mole
orbital gap	6.53	eV

Each line ends with the Mulliken charge.
Element x y z (Å)
Pt 0.0959 0.0136 0.0370  2.13
C 2.8130 3.0833 -1.3473  -0.95
C 1.6761 2.3025 -1.2084  -0.40
N 1.5340 1.5233 -0.1308  0.81
C 2.5419 1.4576 0.7580  -0.15
C 3.6634 2.2654 0.5859  0.14
N 3.7923 3.0731 -0.4495  -0.52
C 2.2529 0.6530 1.9387  0.05
C 2.9008 0.7725 3.1488  -0.43
C 2.2804 0.3139 4.3143  0.12
C 0.9241 -0.0194 4.2107  -0.95
C 0.3356 -0.1117 2.9696  -0.31
N 1.0765 -0.0088 1.8419  0.89
C -1.0938 0.0149 2.7105  0.22
C -2.0867 -0.0168 3.6855  -0.26
N -3.3546 0.2186 3.4029  -0.48
C -3.6627 0.4654 2.1351  -1.03
C -2.7016 0.5163 1.1366  -0.67
N -1.4134 0.3401 1.4424  0.78
C 2.9576 0.3226 5.6189  0.19
C 3.9576 1.2418 5.9217  -0.52
C 4.5539 1.1821 7.1741  -0.53
N 4.2265 0.2786 8.0915  -0.51
C 3.2777 -0.6036 7.7999  -0.46
C 2.6078 -0.6175 6.5839  -0.61
H 2.9170 3.7364 -2.2047  0.48
H 0.8842 2.3175 -1.9423  0.38
H 4.4715 2.2381 1.3056  0.51
H 3.8704 1.2464 3.1996  0.54
H 0.3280 -0.1208 5.1061  1.00
H -1.8356 -0.2502 4.7123  0.58
H -4.7030 0.6377 1.8893  0.51
H -2.9678 0.7079 0.1089  0.63
H 4.2533 2.0241 5.2343  0.44
H 5.3235 1.8935 7.4481  0.40
H 3.0390 -1.3304 8.5669  0.41
H 1.8568 -1.3756 6.3952  0.43
C -2.4305 0.4758 -4.7831  -1.41
C -2.0146 0.9233 -3.4249  0.28
C -2.2832 2.1132 -2.7642  -1.42
C -1.6991 2.0389 -1.4989  0.13
N -1.0412 0.8375 -1.4511  -0.10
N -1.2769 0.1735 -2.6046  0.85
B -0.7570 -1.2634 -2.6855  -1.60
N 0.7602 -1.2101 -2.5368  0.61
N 1.3550 -0.8595 -1.3571  -0.08
C 2.6881 -1.0668 -1.5005  -0.96
C 2.9270 -1.5071 -2.7924  -1.24
C 1.6947 -1.6047 -3.4144  0.87
C 1.3760 -2.0906 -4.7857  -1.44
C 3.7159 -0.9846 -0.4481  1.47
C 4.8866 -0.2675 -0.6898  -0.29
C 5.9163 -0.2884 0.2385  -1.05
C 5.7955 -1.0547 1.3935  -0.60
C 4.6503 -1.8074 1.6123  -0.77
C 3.6091 -1.7721 0.6954  -0.12
N -1.3272 -2.0222 -1.4788  0.52
N -0.9502 -1.7468 -0.1910  0.13
C -1.5228 -2.6772 0.6091  -0.75
C -2.2844 -3.5245 -0.1787  -1.37
C -2.1255 -3.1020 -1.4873  0.92
C -2.6824 -3.6996 -2.7325  -1.42
C -1.3041 -2.8409 2.0565  1.22
C -0.0187 -3.0702 2.5413  -0.24
C 0.1724 -3.3649 3.8837  -0.60
C -0.9163 -3.4249 4.7432  -0.64
C -2.2032 -3.2205 4.2562  -1.09
C -2.3996 -2.9462 2.9113  -0.19
C -1.8866 3.0647 -0.4377  1.47
C -1.1121 3.2560 0.7110  0.49
C -1.4144 4.2513 1.6272  -1.34
C -2.5012 5.0900 1.4313  -0.65
C -3.2893 4.9126 0.3065  -0.92
C -2.9864 3.9163 -0.6071  -1.51
H -3.0202 1.2515 -5.2644  0.41
H -3.0346 -0.4296 -4.7292  0.28
H -1.5633 0.2666 -5.4092  0.27
H -2.8438 2.9327 -3.1748  0.77
H -1.0782 -1.7679 -3.7067  0.01
H 3.8831 -1.7975 -3.1942  0.63
H 2.2989 -2.3025 -5.3195  0.44
H 0.8154 -1.3475 -5.3519  0.27
H 0.7858 -3.0062 -4.7487  0.30
H 4.9887 0.3020 -1.6062  0.57
H 6.8258 0.2664 0.0488  0.48
H 6.6138 -1.0969 2.1005  0.51
H 4.5814 -2.4446 2.4854  0.53
H 2.7377 -2.3984 0.8315  0.55
H -2.8304 -4.3868 0.1652  0.63
H -3.3322 -4.5323 -2.4758  0.45
H -1.8868 -4.0743 -3.3765  0.29
H -3.2643 -2.9728 -3.2986  0.29
H 0.8158 -3.0743 1.8531  0.54
H 1.1679 -3.5777 4.2541  0.57
H -0.7706 -3.6758 5.7860  0.50
H -3.0538 -3.3045 4.9197  0.49
H -3.4020 -2.8175 2.5201  0.59
H -0.2468 2.6549 0.9261  0.78
H -0.7848 4.3781 2.4987  0.49
H -2.7307 5.8687 2.1457  0.47
H -4.1479 5.5473 0.1349  0.45
H -3.6436 3.7973 -1.4545  0.40


[3]
ORCA calculation (ωB97M-V/def2-TZVPD) on C48H40MoN7O2 as an isolated structure.

charge	+3
orbital gap	4.99	eV

Each line ends with the Mulliken charge.
Element x y z (Å)
Mo -1.1231 -0.2737 -0.7510  0.20
C -1.0247 7.3074 0.8564  -0.59
C -1.5148 6.8088 -0.3466  -0.87
C -1.5279 5.4422 -0.5935  -0.38
C -1.0023 4.5679 0.3660  -0.18
C -0.4638 5.0536 1.5103  -0.31
C -0.5078 6.4234 1.7900  -0.80
C -1.0816 3.1219 0.1088  1.32
C -1.6987 2.2961 0.9852  0.10
C -2.4416 2.6088 2.1988  -0.80
C -3.0703 1.4909 2.6008  -1.42
C -2.8523 0.4663 1.5813  0.51
N -2.0483 0.9477 0.6459  0.32
C -3.3539 -0.9570 1.5446  0.56
C -2.4205 -1.9982 1.4261  -0.50
C -2.4818 -3.3886 1.6737  -1.15
C -1.2400 -3.9302 1.3922  -1.38
C -0.4647 -2.8549 0.8456  -0.14
C 0.9205 -2.9134 0.2536  1.17
C 1.9851 -3.6260 0.9193  1.59
C 3.3314 -3.4614 0.4722  -0.87
C 4.3576 -4.0723 1.2092  -0.95
C 4.1082 -4.8217 2.3455  -0.56
C 2.8101 -4.9781 2.7785  -1.01
C 1.7567 -4.3826 2.0987  -0.63
C 1.0918 -2.4108 -1.0636  -0.24
N 0.4971 -1.2821 -1.5497  1.42
C 0.9530 -1.0657 -2.8370  -0.79
C 0.8804 0.2467 -3.4252  1.50
C 1.6413 0.5266 -4.6969  0.18
C 2.9794 0.1599 -4.8372  -0.60
C 3.6944 0.6090 -5.9039  -1.04
C 3.0610 1.3634 -6.8846  -0.39
C 1.7067 1.6961 -6.8172  -0.82
C 1.0208 1.3159 -5.6830  -0.05
C 0.3627 1.3688 -2.8310  -0.17
C 0.8961 2.7127 -3.0323  -1.22
C 0.3293 3.4821 -2.0363  -1.00
C -0.4828 2.6856 -1.2282  0.73
N -0.4445 1.4487 -1.6953  0.05
C 1.7319 -2.1509 -3.2188  -1.34
C 1.9030 -2.9496 -2.1248  -1.31
N -1.1444 -1.7233 0.8232  1.13
C -4.7584 -1.2326 1.6741  0.97
C -5.6824 -0.3553 2.3080  -0.44
C -6.9957 -0.7449 2.5495  -1.02
C -7.3993 -2.0304 2.1498  -0.34
C -6.5472 -2.8545 1.4356  -1.04
C -5.2565 -2.4234 1.1212  -0.36
H -1.0577 8.3522 1.0847  0.47
H -1.8821 7.5133 -1.0872  0.42
H -1.8476 5.0243 -1.5875  0.50
H 0.0345 4.4000 2.1919  0.57
H -0.1070 6.7427 2.7446  0.43
H -2.4237 3.5888 2.6723  0.70
H -3.5641 1.3209 3.5634  0.68
H -3.3044 -3.8646 2.1540  0.85
H -0.9275 -4.9388 1.4732  0.93
H 3.5682 -2.8231 -0.3214  0.64
H 5.3700 -3.8682 0.9009  0.42
H 4.9534 -5.1820 2.8932  0.45
H 2.5896 -5.4875 3.7262  0.41
H 0.7622 -4.4252 2.4869  0.56
H 3.4884 -0.4459 -4.1123  0.49
H 4.7151 0.2763 -6.1043  0.41
H 3.6551 1.8193 -7.6606  0.42
H 1.2518 2.3723 -7.5425  0.40
H -0.0358 1.5887 -5.6155  0.40
H 1.5551 3.0279 -3.8054  0.59
H 0.5056 4.5318 -1.8459  0.66
H 2.0627 -2.3235 -4.2333  0.94
H 2.3922 -3.9080 -2.1585  0.75
H -5.3788 0.6186 2.7044  0.36
H -7.7622 -0.1009 2.9796  0.43
H -8.3861 -2.3778 2.4197  0.45
H -6.8805 -3.8333 1.1261  0.42
H -4.6295 -2.9988 0.4579  0.71
C 2.8668 -1.2453 3.4381  -1.48
C 2.6011 -0.1921 2.3776  1.46
C 3.7221 -0.2714 1.3211  -1.93
C 2.5390 1.1926 3.0201  -1.88
N 1.3042 -0.5695 1.6834  -0.29
N 0.8612 0.4480 0.7283  0.18
H 3.7239 -0.8948 3.9811  0.53
H 3.1084 -2.2227 2.9793  0.24
H 2.0062 -1.3317 4.1221  0.41
H 4.7031 -0.4436 1.7487  0.45
H 3.8150 0.6486 0.7893  0.42
H 3.5268 -1.0345 0.6213  0.41
H 3.4319 1.3899 3.6113  0.50
H 1.6976 1.1918 3.7101  0.41
H 2.3978 2.0149 2.2860  0.35
H 0.5764 -0.7291 2.3686  0.39
H 1.6090 0.5653 0.0514  0.31
H 0.7687 1.3782 1.1880  0.15
O -2.4420 -2.3019 -4.3407  0.10
N -2.2375 -2.5723 -3.3014  0.65
O -2.2860 -0.8888 -1.9963  -0.93


[4]
ORCA calculation (ωB97M-V/def2-TZVPD) on a 8-piece molecular cluster, C48H40N8O16 overall.

spin multiplicity	2
charge	-1
<S²>	0.77
relative energy (zero: lowest compared OMol25 entry of this formula, charge and spin)	0.0	kcal per mole
orbital gap (spin up / spin down)	1.87 / 5.17	eV

Each line ends with the Löwdin spin population.
Element x y z (Å)
C 5.5055 -1.5838 -0.3109  0.00
C 4.1831 -1.1321 -0.5218  0.00
C 3.8300 0.0492 0.0443  0.00
C 4.8597 0.9035 0.5806  0.00
C 6.1555 0.3992 0.8089  0.00
C 6.4738 -0.8599 0.3358  0.00
N 4.4653 2.2561 1.0622  0.00
O 5.1591 2.8284 1.8917  0.00
O 3.4661 2.7634 0.5808  0.00
H 5.8016 -2.5031 -0.7942  0.00
H 3.4071 -1.7270 -0.9805  0.00
H 2.7726 0.2677 0.0241  0.00
H 6.8973 0.9720 1.3455  0.00
H 7.5153 -1.1373 0.4049  0.00
C 4.5375 -0.5101 4.5938  0.00
C 5.7262 -0.9418 4.0598  0.00
C 6.8878 -1.0064 4.8143  0.00
C 6.8355 -0.6842 6.1762  0.00
C 5.6590 -0.1819 6.7317  0.00
C 4.4947 -0.2201 5.9670  0.00
N 8.0826 -0.9214 6.9861  0.00
O 7.9265 -0.7670 8.1612  0.00
O 9.0821 -1.3838 6.4200  0.00
H 3.5920 -0.5645 4.0748  0.00
H 5.7518 -1.1920 3.0095  0.00
H 7.8166 -1.2137 4.3037  0.00
H 5.6042 0.0221 7.7908  0.00
H 3.5228 0.0015 6.3826  0.00
C -2.6588 4.8894 -2.5565  0.00
C -2.4176 3.6891 -1.8782  0.00
C -1.5018 3.6482 -0.8905  0.00
C -0.7465 4.8041 -0.5843  0.00
C -0.8589 5.9956 -1.3830  0.00
C -1.8799 5.9849 -2.3594  0.00
N 0.1233 4.7538 0.5859  0.00
O 0.4471 5.8006 1.1046  0.00
O 0.4298 3.6348 1.0195  0.00
H -3.4005 4.8997 -3.3415  0.00
H -2.9871 2.7987 -2.0999  0.00
H -1.3643 2.7319 -0.3357  0.00
H -0.2020 6.8487 -1.2983  0.00
H -2.0306 6.8739 -2.9539  0.00
C 0.3443 -0.8155 2.9866  0.00
C -0.3973 -1.9238 2.5782  0.00
C -1.0360 -2.0137 1.3302  0.00
C -0.8639 -0.9694 0.4241  0.00
C -0.0798 0.1528 0.7427  0.00
C 0.4793 0.1902 2.0354  0.00
N -1.5096 -1.0457 -0.9342  0.00
O -1.3260 -0.0650 -1.7173  0.00
O -2.1900 -1.9877 -1.2333  0.00
H 0.8464 -0.6926 3.9348  0.00
H -0.5038 -2.7834 3.2232  0.00
H -1.5979 -2.8959 1.0614  0.00
H 0.0901 0.9306 0.0129  0.00
H 0.9867 1.1286 2.2038  0.00
C -4.1017 0.7811 -5.2642  0.09
C -5.1418 0.4290 -6.1332  0.00
C -6.0926 -0.5637 -5.8964  0.06
C -5.9573 -1.3224 -4.7501  0.05
C -4.9137 -0.9698 -3.8200  0.07
C -4.0075 0.0625 -4.0793  0.00
N -6.7864 -2.5215 -4.5134  0.27
O -7.8120 -2.6748 -5.1972  0.24
O -6.3926 -3.3378 -3.5894  0.19
H -3.3821 1.5452 -5.5185  0.01
H -5.2189 0.9957 -7.0493  0.00
H -6.9049 -0.7437 -6.5850  0.01
H -4.7325 -1.5939 -2.9574  0.01
H -3.2014 0.2090 -3.3757  0.00
C 1.1654 1.4677 -2.8199  0.00
C 0.1674 2.0888 -3.5230  0.00
C 0.4447 3.2876 -4.2649  0.00
C 1.6966 3.9044 -4.2050  0.00
C 2.6526 3.2923 -3.3383  0.00
C 2.4736 2.0727 -2.7035  0.00
N 1.9995 5.1925 -4.8050  0.00
O 1.2068 5.6156 -5.6228  0.00
O 2.9741 5.8395 -4.4994  0.00
H 0.9141 0.4782 -2.4676  0.00
H -0.7537 1.5469 -3.6785  0.00
H -0.3208 3.7777 -4.8482  0.00
H 3.5949 3.8076 -3.2251  0.00
H 3.1870 1.5415 -2.0910  0.00
C -4.3394 -5.8634 -4.7107  0.00
C -3.9736 -5.5889 -6.0350  0.00
C -3.1251 -4.5066 -6.2892  0.00
C -2.8070 -3.6248 -5.2671  0.00
C -3.2295 -3.8656 -3.9899  0.00
C -3.8699 -5.0406 -3.6610  0.00
N -2.0338 -2.3459 -5.5353  0.00
O -1.6129 -1.7024 -4.6121  0.00
O -1.7593 -2.0900 -6.7045  0.00
H -4.9295 -6.7557 -4.5629  0.00
H -4.3333 -6.1122 -6.9085  0.00
H -2.7463 -4.2536 -7.2684  0.00
H -3.1566 -3.2001 -3.1424  0.00
H -4.0732 -5.1339 -2.6045  0.00
C -3.6719 -0.4255 8.3702  0.00
C -2.6773 0.1896 7.5139  0.00
C -1.6990 -0.6519 6.9178  0.00
C -1.6096 -1.9322 7.3706  0.00
C -2.5969 -2.5209 8.2108  0.00
C -3.6518 -1.8266 8.6598  0.00
N -0.3503 -2.7295 7.1233  0.00
O -0.2725 -3.7797 7.7233  0.00
O 0.4923 -2.3261 6.3254  0.00
H -4.4474 0.1566 8.8458  0.00
H -2.7193 1.2360 7.2498  0.00
H -0.8301 -0.1885 6.4744  0.00
H -2.4641 -3.5506 8.5081  0.00
H -4.4754 -2.2709 9.1990  0.00